(1)
Here is an isolated molecule of C16H22N2O6S2 from the Open Molecules 2025 dataset. Energies are from ωB97M-V with the def2-TZVPD basis set.

**E_LUMO**: 0.036 eV
**DFT total energy**: -53884.470 eV
**Orbital gap**: 9.4 eV
**Structure (SMILES)**: CCN(CC(=O)N[C@@H]1CCS(=O)(=O)C1)S(=O)(=O)c1cccc(C(C)=O)c1

ORCA input file:
```
! wB97M-V def2-TZVPD RIJCOSX def2/J DEFGRID3
* xyz 0 1
C 0.86 0.12 -4.25
C -0.24 -0.66 -3.53
N -0.16 -0.62 -2.08
C 0.74 -1.49 -1.36
C 2.14 -0.91 -1.17
O 2.92 -0.75 -2.09
N 2.47 -0.66 0.12
C 3.62 0.17 0.44
C 4.54 -0.53 1.46
C 3.84 -0.55 2.81
S 2.62 0.81 2.70
O 1.31 0.20 2.58
O 2.79 1.76 3.76
C 3.13 1.45 1.08
S -0.54 0.81 -1.32
O -1.16 1.69 -2.27
O 0.58 1.31 -0.56
C -1.79 0.23 -0.17
C -1.54 0.13 1.18
C -2.54 -0.34 2.02
C -3.77 -0.71 1.50
C -4.02 -0.62 0.13
C -5.31 -1.01 -0.50
C -6.49 -1.17 0.42
O -5.39 -1.19 -1.69
C -3.01 -0.14 -0.70
H 1.84 -0.25 -3.96
H 0.78 1.17 -3.98
H 0.74 0.02 -5.32
H -1.21 -0.24 -3.79
H -0.23 -1.71 -3.83
H 0.28 -1.70 -0.39
H 0.82 -2.43 -1.92
H 1.74 -0.63 0.82
H 4.15 0.34 -0.50
H 5.47 0.03 1.52
H 4.77 -1.54 1.11
H 3.29 -1.46 2.98
H 4.50 -0.34 3.64
H 3.91 2.19 1.23
H 2.27 1.86 0.56
H -0.58 0.43 1.58
H -2.35 -0.42 3.08
H -4.53 -1.08 2.17
H -6.60 -0.30 1.06
H -6.35 -2.05 1.05
H -7.39 -1.31 -0.17
H -3.18 -0.06 -1.76
*
```

(2)
Here is a cluster of 2 separate species, C4H9BO2 in total in a non-equilibrium geometry from the Open Molecules 2025 dataset. Energies are from ωB97M-V with the def2-TZVPD basis set.

**E_LUMO (alpha / beta)**: 0.283 / 0.338 eV
**Energy above the lowest of the compared OMol25 structures with the same formula, charge and spin**: 78.2 kcal per mole
**DFT total energy**: -9064.180 eV
**Orbital gap (alpha / beta)**: 8.7 / 8.4 eV

ORCA input file:
```
! wB97M-V def2-TZVPD RIJCOSX def2/J DEFGRID3
* xyz 0 1
B -1.79 -0.11 -0.01
C 0.65 -1.32 0.19
C -0.32 -0.45 0.16
C 2.13 -1.08 0.13
C 0.71 1.88 -0.10
O -2.57 0.14 1.08
O -2.27 -0.09 -1.29
H 0.39 -2.38 0.30
H 2.56 -1.17 1.13
H 2.34 -0.09 -0.26
H 2.60 -1.83 -0.51
H 1.42 1.81 0.70
H 1.03 1.78 -1.11
H -0.19 2.43 0.09
H -3.49 0.30 0.91
H -3.18 0.16 -1.41
*
```

(3)
Here is a cluster of 4 separate species, C18H36NO9 in total in a non-equilibrium geometry from the Open Molecules 2025 dataset. Energies are from ωB97M-V with the def2-TZVPD basis set.

**E_LUMO**: -5.934 eV
**DFT total energy**: -39147.853 eV
**Orbital gap**: 4.9 eV

ORCA input file:
```
! wB97M-V def2-TZVPD RIJCOSX def2/J DEFGRID3
* xyz 1 1
O -5.05 3.86 0.57
C -4.14 2.85 0.66
O -4.18 1.69 -0.28
C -2.92 2.80 1.78
C -1.76 3.95 1.97
C -0.61 3.67 3.12
N -0.60 2.41 3.99
C -1.65 1.30 3.87
C -2.85 1.47 2.73
O -3.84 0.36 2.64
H -3.21 1.38 -0.33
H -1.77 4.91 1.27
H 0.26 4.44 3.30
H 0.14 2.27 4.71
H -1.58 0.34 4.55
H -4.49 0.44 3.41
C 0.99 2.61 -4.81
O 0.14 1.52 -5.15
C 0.22 0.45 -4.21
C -0.97 0.45 -3.25
O -0.95 1.60 -2.40
C -1.86 2.61 -2.83
H 0.71 3.47 -5.42
H 0.89 2.89 -3.75
H 2.03 2.35 -5.02
H 1.17 0.49 -3.66
H 0.21 -0.48 -4.79
H -0.91 -0.43 -2.61
H -1.92 0.39 -3.81
H -2.88 2.31 -2.59
H -1.77 2.80 -3.90
H -1.62 3.53 -2.28
C 2.90 1.26 3.35
O 3.13 1.52 4.73
C 3.29 0.32 5.49
C 4.77 0.05 5.80
O 5.50 -0.26 4.60
C 6.26 0.85 4.13
H 3.02 2.19 2.80
H 3.62 0.53 2.95
H 1.88 0.89 3.21
H 2.83 -0.53 4.98
H 2.76 0.47 6.44
H 4.84 -0.83 6.45
H 5.23 0.89 6.32
H 7.14 0.99 4.76
H 5.67 1.77 4.11
H 6.59 0.63 3.11
C -0.78 -6.07 -1.95
O -1.89 -6.12 -2.84
C -2.81 -5.05 -2.60
C -2.65 -3.93 -3.64
O -1.38 -3.27 -3.50
C -0.44 -3.71 -4.46
H -0.02 -6.76 -2.33
H -0.34 -5.07 -1.90
H -1.09 -6.40 -0.96
H -2.71 -4.65 -1.58
H -3.82 -5.46 -2.70
H -3.42 -3.17 -3.47
H -2.77 -4.32 -4.66
H -0.68 -3.27 -5.44
H -0.40 -4.80 -4.54
H 0.55 -3.36 -4.16
*
```

(4)
Here is a cluster of 5 separate species, C20H30O15 in total in a non-equilibrium geometry from the Open Molecules 2025 dataset. Energies are from ωB97M-V with the def2-TZVPD basis set.

**E_LUMO**: 0.342 eV
**Energy above the lowest of the compared OMol25 structures with the same formula, charge and spin**: 70.8 kcal per mole
**DFT total energy**: -51937.680 eV
**Orbital gap**: 10.6 eV
**Structure (SMILES)**: C[C@H]1COC(=O)O1.C[C@H]1COC(=O)O1.C[C@H]1COC(=O)O1.C[C@H]1COC(=O)O1.C[C@H]1COC(=O)O1

ORCA input file:
```
! wB97M-V def2-TZVPD RIJCOSX def2/J DEFGRID3
* xyz 0 1
C 2.75 3.62 5.50
C 4.13 3.01 5.66
C 4.27 2.00 6.81
O 4.79 0.83 6.19
C 4.94 1.02 4.91
O 5.35 0.19 4.14
O 4.45 2.23 4.59
H 2.04 2.85 5.23
H 2.77 4.39 4.72
H 2.57 4.16 6.43
H 4.88 3.77 5.87
H 3.33 1.73 7.28
H 4.93 2.39 7.59
C -6.28 0.52 -7.45
C -4.88 0.72 -6.92
C -3.78 0.91 -7.99
O -3.17 2.10 -7.50
C -3.85 2.76 -6.59
O -3.52 3.82 -6.08
O -4.89 2.03 -6.30
H -6.72 1.29 -8.09
H -7.00 0.47 -6.63
H -6.28 -0.42 -8.00
H -4.65 -0.09 -6.23
H -4.30 0.96 -8.94
H -3.13 0.03 -7.98
C -3.25 -1.71 9.30
C -4.42 -1.24 8.47
C -5.20 -0.20 9.26
O -5.57 0.70 8.19
C -4.69 0.59 7.20
O -4.69 1.33 6.28
O -3.93 -0.54 7.33
H -3.59 -1.90 10.32
H -2.55 -0.90 9.47
H -2.68 -2.59 8.98
H -5.08 -2.04 8.13
H -4.69 0.34 10.06
H -6.06 -0.68 9.73
C -0.58 1.18 -0.84
C 0.27 0.03 -0.28
C -0.45 -0.87 0.75
O -0.41 -2.11 0.08
C 0.18 -2.00 -1.12
O 0.22 -3.02 -1.89
O 0.55 -0.76 -1.42
H 0.06 1.73 -1.53
H -1.03 1.68 0.02
H -1.45 0.69 -1.28
H 1.26 0.38 0.01
H -1.46 -0.51 0.95
H 0.07 -0.89 1.71
C 5.75 -3.97 -5.89
C 5.95 -2.75 -6.91
C 4.84 -2.58 -7.90
O 4.53 -1.22 -7.66
C 5.19 -0.70 -6.60
O 5.01 0.43 -6.04
O 6.06 -1.60 -6.15
H 4.99 -3.62 -5.18
H 6.66 -4.24 -5.35
H 5.43 -4.85 -6.45
H 6.93 -2.92 -7.37
H 3.91 -3.11 -7.70
H 5.18 -2.86 -8.90
*
```

(5)
Here is a cluster of 2 separate species, C2H7S3 in total from the Open Molecules 2025 dataset. Energies are from ωB97M-V with the def2-TZVPD basis set.

**E_LUMO**: 3.254 eV
**Energy above the lowest of the compared OMol25 structures with the same formula, charge and spin**: 8.0 kcal per mole
**DFT total energy**: -34694.478 eV
**Orbital gap**: 6.3 eV

ORCA input file:
```
! wB97M-V def2-TZVPD RIJCOSX def2/J DEFGRID3
* xyz -1 1
C 0.68 -1.55 0.15
C 0.83 -0.26 0.94
S 1.65 1.07 0.00
H 1.64 -1.86 -0.25
H 0.01 -1.41 -0.70
H 0.29 -2.36 0.77
H 1.41 -0.45 1.85
H -0.16 0.09 1.26
S -2.61 1.36 -0.58
S -1.07 1.39 -1.98
H -2.77 2.69 -0.43
H 0.10 1.29 -1.04
*
```

(6)
Here is a cluster of 6 separate species, C44H66F9N2O16S3 in total in a non-equilibrium geometry from the Open Molecules 2025 dataset. Energies are from ωB97M-V with the def2-TZVPD basis set.

**E_LUMO (alpha / beta)**: -0.411 / -0.411 eV
**DFT total energy**: -139398.991 eV
**Orbital gap (alpha / beta)**: 7.8 / 8.4 eV

ORCA input file:
```
! wB97M-V def2-TZVPD RIJCOSX def2/J DEFGRID3
* xyz 0 2
C -5.12 1.69 -3.80
C -4.01 0.66 -3.39
C -4.02 0.57 -1.86
C -2.70 1.18 -3.96
C -1.47 0.29 -3.70
C -0.80 0.56 -2.33
C -0.49 1.99 -1.95
C 0.10 2.04 -0.52
S -1.17 1.53 0.66
C -0.61 0.09 1.47
S -1.48 -0.39 2.75
N 0.57 -0.53 0.94
C 1.59 -0.78 1.94
C 1.48 -1.76 2.92
C 2.50 -1.91 3.85
C 3.63 -1.09 3.83
C 3.75 -0.12 2.84
C 2.72 0.02 1.91
C 0.34 -1.67 0.07
C -0.66 -2.62 0.25
C -0.80 -3.68 -0.64
C 0.08 -3.84 -1.71
C 1.09 -2.89 -1.88
C 1.21 -1.81 -1.01
C -0.44 0.58 -4.80
C 0.83 -0.28 -4.70
C 1.29 -0.82 -6.03
F 1.62 0.14 -6.90
F 0.23 -1.47 -6.60
C 2.38 -1.91 -5.98
F 2.68 -2.28 -7.21
F 1.87 -2.97 -5.35
S 3.98 -1.46 -5.07
F 4.33 -3.01 -5.03
F 4.77 -1.35 -6.45
F 3.71 0.09 -5.14
F 3.27 -1.58 -3.67
F 5.34 -1.18 -4.33
C -1.93 -1.19 -3.71
C -3.23 -1.49 -4.46
C -3.06 -1.39 -5.99
C -3.57 -2.96 -4.18
N -4.38 -0.64 -4.01
O -5.31 -1.24 -3.37
H -4.65 2.62 -4.11
H -5.75 1.94 -2.95
H -5.72 1.31 -4.61
H -3.43 1.38 -1.43
H -3.57 -0.37 -1.55
H -5.03 0.57 -1.49
H -2.57 2.21 -3.65
H -2.82 1.21 -5.05
H -1.42 0.08 -1.58
H 0.15 0.03 -2.30
H -1.35 2.65 -1.97
H 0.29 2.36 -2.61
H 0.98 1.42 -0.44
H 0.40 3.06 -0.30
H 0.60 -2.39 2.94
H 2.45 -2.66 4.63
H 4.41 -1.20 4.56
H 4.61 0.52 2.78
H 2.81 0.78 1.14
H -1.35 -2.55 1.08
H -1.59 -4.41 -0.52
H -0.02 -4.65 -2.41
H 1.76 -3.02 -2.72
H 2.00 -1.10 -1.19
H -0.13 1.62 -4.68
H -0.92 0.53 -5.77
H 0.70 -1.14 -4.05
H 1.61 0.32 -4.25
H -1.17 -1.80 -4.17
H -2.04 -1.58 -2.70
H -2.19 -1.98 -6.26
H -2.99 -0.37 -6.35
H -3.91 -1.90 -6.44
H -4.48 -3.27 -4.68
H -3.59 -3.17 -3.12
H -2.74 -3.54 -4.60
C -3.69 2.09 4.07
O -4.95 2.77 4.24
C -5.45 3.28 3.12
O -4.95 3.23 2.03
O -6.60 3.88 3.43
C -7.26 4.50 2.32
H -3.39 1.73 5.05
H -3.79 1.26 3.39
H -2.93 2.79 3.70
H -7.51 3.75 1.56
H -6.63 5.27 1.89
H -8.17 4.94 2.71
C 5.03 -5.50 1.93
O 3.80 -5.60 2.65
C 3.68 -6.71 3.38
O 4.50 -7.58 3.48
O 2.50 -6.67 4.00
C 2.24 -7.81 4.83
H 4.98 -4.56 1.38
H 5.87 -5.47 2.62
H 5.13 -6.32 1.23
H 2.97 -7.88 5.62
H 2.23 -8.72 4.24
H 1.25 -7.65 5.26
C 7.55 0.76 -5.73
O 8.24 1.21 -4.56
C 8.54 2.51 -4.57
O 8.27 3.29 -5.44
O 9.18 2.79 -3.43
C 9.56 4.17 -3.31
H 7.36 -0.30 -5.60
H 6.59 1.28 -5.82
H 8.15 0.92 -6.62
H 8.69 4.81 -3.31
H 10.24 4.45 -4.11
H 10.07 4.25 -2.35
C -0.85 6.57 6.44
O -2.06 6.00 6.92
C -3.13 6.25 6.16
O -3.13 6.90 5.15
O -4.18 5.66 6.71
C -5.41 5.85 5.99
H -0.08 6.29 7.15
H -0.60 6.19 5.46
H -0.93 7.66 6.41
H -5.33 5.44 4.99
H -5.66 6.91 5.94
H -6.18 5.32 6.53
C 0.32 0.33 6.02
O 0.14 -0.68 7.01
C -1.09 -0.74 7.50
O -2.02 -0.05 7.17
O -1.13 -1.71 8.42
C -2.42 -1.89 9.03
H 1.36 0.27 5.69
H -0.33 0.14 5.17
H 0.13 1.31 6.43
H -3.16 -2.16 8.28
H -2.72 -0.98 9.55
H -2.31 -2.70 9.74
*
```

(7)
Here is an isolated molecule of C17H28Si3 in a non-equilibrium geometry from the Open Molecules 2025 dataset. Energies are from ωB97M-V with the def2-TZVPD basis set.

**E_LUMO**: 0.304 eV
**Energy above the lowest of the compared OMol25 structures with the same formula, charge and spin**: 24.4 kcal per mole
**DFT total energy**: -41716.558 eV
**Orbital gap**: 8.4 eV
**Structure (SMILES)**: C[Si](C)(C)[Si](C)(c1cccc2ccccc12)[Si](C)(C)C

ORCA input file:
```
! wB97M-V def2-TZVPD RIJCOSX def2/J DEFGRID3
* xyz 0 1
C -3.33 0.70 -0.03
Si -2.21 -0.78 -0.30
C -2.77 -2.02 1.06
C -2.78 -1.50 -1.93
Si 0.15 -0.62 -0.38
C 0.83 -0.68 -2.14
C 0.80 1.06 0.26
C 1.89 1.03 1.14
C 2.52 2.15 1.48
C 2.15 3.39 1.03
C 1.14 3.44 0.03
C 0.97 4.65 -0.66
C 0.13 4.74 -1.75
C -0.62 3.64 -2.09
C -0.49 2.49 -1.41
C 0.41 2.30 -0.38
Si 1.13 -2.25 1.09
C 2.95 -2.28 0.83
C 0.43 -3.96 0.54
C 0.85 -2.11 2.88
H -2.63 1.42 0.33
H -3.78 1.03 -0.94
H -4.13 0.45 0.65
H -3.85 -2.03 1.08
H -2.31 -1.71 2.00
H -2.46 -3.06 0.75
H -3.79 -1.15 -2.08
H -2.70 -2.56 -2.19
H -2.21 -0.85 -2.62
H 0.34 -1.46 -2.63
H 1.88 -0.99 -1.88
H 0.78 0.25 -2.71
H 2.04 0.08 1.68
H 3.27 2.12 2.28
H 2.73 4.31 1.15
H 1.51 5.59 -0.44
H -0.08 5.62 -2.37
H -1.27 3.77 -2.98
H -1.17 1.68 -1.70
H 3.15 -1.44 0.16
H 3.32 -3.20 0.31
H 3.41 -2.13 1.82
H 1.03 -4.34 -0.28
H 0.65 -4.72 1.32
H -0.55 -3.81 0.12
H 1.36 -1.26 3.26
H -0.18 -2.08 3.19
H 1.45 -2.90 3.42
*
```

(8)
Here is a structure of composition C5H11NO3S in a non-equilibrium geometry from the Open Molecules 2025 dataset. Energies are from ωB97M-V with the def2-TZVPD basis set.

**E_LUMO**: 0.604 eV
**Energy above the lowest of the compared OMol25 structures with the same formula, charge and spin**: 64.6 kcal per mole
**DFT total energy**: -23828.252 eV
**Orbital gap**: 10.8 eV

ORCA input file:
```
! wB97M-V def2-TZVPD RIJCOSX def2/J DEFGRID3
* xyz 0 1
C 1.28 -1.67 -0.18
C 0.88 -0.37 0.48
C -0.62 1.92 0.55
C -1.66 -0.29 -0.07
C -0.44 0.57 -0.25
N 2.79 -1.44 -0.19
O 2.60 1.18 -1.11
O 3.37 0.55 1.15
O -0.11 0.80 -1.64
S 2.55 0.24 0.02
H 1.16 -2.48 0.53
H 0.85 -1.83 -1.14
H 0.74 -0.39 1.52
H -1.60 2.13 0.68
H -0.20 2.74 0.00
H -0.16 1.80 1.69
H -1.83 -0.32 0.96
H -2.37 0.38 -0.66
H -1.48 -1.20 -0.54
H 3.36 -2.07 -0.69
H 0.94 0.98 -1.61
*
```

(9)
Here is a structure of composition C28H34BrIN5O8PdS in a non-equilibrium geometry from the Open Molecules 2025 dataset. Energies are from ωB97M-V with the def2-TZVPD basis set.

**E_LUMO (alpha / beta)**: 1.485 / 1.486 eV
**Energy above the lowest of the compared OMol25 structures with the same formula, charge and spin**: 6.1 kcal per mole
**DFT total energy**: -145882.405 eV
**Orbital gap (alpha / beta)**: 7.6 / 7.6 eV

ORCA input file:
```
! wB97M-V def2-TZVPD RIJCOSX def2/J DEFGRID3
* xyz -1 1
Pd -0.23 0.05 -0.24
I -7.61 -1.82 0.77
C -5.73 -1.02 1.24
C -5.61 -0.17 2.34
C -4.37 0.35 2.65
C -3.25 0.05 1.87
C -3.40 -0.77 0.76
C -4.64 -1.33 0.46
C -1.91 0.63 2.26
O -1.63 0.68 3.45
O -1.18 1.06 1.28
H -6.48 0.08 2.94
H -4.24 0.99 3.52
H -2.55 -0.99 0.12
H -4.73 -2.01 -0.38
C -0.91 -4.61 2.22
C -1.50 -3.26 2.62
N -0.53 -2.34 3.19
C -0.40 -2.27 4.64
C 0.65 -3.23 5.21
C 0.19 -1.53 2.38
C 1.11 -0.51 2.99
N 0.17 -1.61 1.09
H -1.65 -5.20 1.68
H -0.60 -5.19 3.10
H -0.04 -4.48 1.57
H -2.29 -3.40 3.36
H -1.96 -2.80 1.76
H -1.37 -2.51 5.07
H -0.16 -1.25 4.93
H 0.37 -4.27 5.02
H 0.75 -3.09 6.28
H 1.62 -3.05 4.74
H 0.54 0.23 3.54
H 1.64 -0.01 2.17
H 1.84 -0.98 3.65
H -0.41 -2.33 0.67
N -1.58 1.42 -1.35
C -0.75 2.40 -1.97
C 0.13 3.15 -1.19
C 1.03 4.00 -1.80
C 1.06 4.10 -3.19
C 0.13 3.41 -3.96
C -0.78 2.57 -3.34
S 2.51 4.80 -3.97
O 2.89 5.94 -3.16
O 2.11 5.08 -5.34
O 3.45 3.67 -3.87
H -2.22 0.98 -2.00
H -2.04 1.73 -0.50
H 0.12 3.02 -0.11
H 1.72 4.59 -1.22
H 0.16 3.53 -5.03
H -1.51 2.02 -3.93
C 4.09 2.38 0.06
N 3.61 2.12 -1.28
C 2.62 1.23 -1.51
N 2.28 1.06 -2.82
O 2.11 0.56 -0.60
H 5.15 2.60 0.03
H 3.92 1.49 0.67
H 3.57 3.22 0.53
H 3.86 2.75 -2.03
H 2.58 1.76 -3.48
H 1.43 0.54 -2.99
Br 2.87 -5.87 -5.71
C 1.87 -4.69 -4.61
C 0.56 -5.02 -4.28
C -0.15 -4.17 -3.44
C 0.43 -3.00 -2.97
C 1.74 -2.68 -3.33
C 2.47 -3.53 -4.14
C -0.33 -2.11 -2.03
O -1.18 -2.60 -1.29
O 0.01 -0.86 -2.09
H 0.12 -5.93 -4.66
H -1.16 -4.41 -3.15
H 2.18 -1.77 -2.94
H 3.49 -3.30 -4.42
*
```